1.
{"formula": "C6H10N5S", "method": "the ωB97M-V functional and the def2-TZVPD basis", "symbols": ["C", "C", "C", "C", "C", "C", "N", "N", "N", "N", "N", "S", "H", "H", "H", "H", "H", "H", "H", "H", "H", "H"], "positions_angstrom": [[3.833, 1.231, 0.128], [4.341, 0.015, -0.056], [1.853, 0.004, 0.009], [-1.375, -1.085, -0.001], [-2.315, -2.227, 0.098], [-2.957, 0.844, 0.108], [2.466, 1.224, 0.218], [-0.173, -1.102, 0.294], [0.556, -0.097, 0.083], [-1.838, 0.151, -0.553], [-0.839, 0.897, -0.928], [3.050, -1.230, -0.228], [4.364, 2.130, 0.296], [5.366, -0.344, -0.418], [-2.849, -2.486, -0.833], [-3.026, -1.757, 0.810], [-1.846, -3.127, 0.474], [-2.712, 0.993, 1.224], [-3.082, 1.774, -0.480], [-3.878, 0.216, -0.024], [-0.886, 1.974, -0.674], [1.948, 2.003, 0.454]], "lowdin_charge": [-0.177, -0.328, -0.539, -0.333, 0.016, -0.013, 0.058, 0.119, -0.023, -0.179, 0.169, 1.075, 0.125, 0.114, 0.108, 0.091, 0.094, 0.134, 0.097, 0.108, 0.155, 0.129], "e_tot_ev": -24659.0074, "smiles": "[H]/N=[N+](C)/C(C)=N\\N=c1\\[nH]ccs1", "spin_multiplicity": 1, "homo_energy_ev": [-11.5, -11.5], "relative_energy_kcal_mol": 76.82, "total_charge": 1}

2.
{"formula": "C14H45N3O7", "method": "the ωB97M-V functional and the def2-TZVPD basis", "symbols": ["O", "H", "H", "O", "H", "H", "O", "H", "H", "C", "C", "O", "H", "H", "H", "H", "H", "H", "C", "C", "C", "O", "C", "N", "H", "H", "H", "H", "H", "H", "H", "H", "H", "H", "H", "C", "C", "C", "O", "C", "N", "H", "H", "H", "H", "H", "H", "H", "H", "H", "H", "H", "C", "C", "C", "O", "C", "N", "H", "H", "H", "H", "H", "H", "H", "H", "H", "H", "H"], "positions_angstrom": [[0.620, -3.902, -1.410], [-0.159, -3.930, -0.855], [0.295, -4.094, -2.289], [0.212, -1.921, 2.220], [0.676, -2.574, 2.744], [-0.715, -2.100, 2.379], [0.588, -1.061, -0.462], [0.663, -1.260, 0.471], [0.443, -1.911, -0.878], [2.717, -0.635, -3.369], [2.911, 0.678, -2.613], [1.601, 0.957, -2.092], [3.528, -0.803, -4.077], [1.802, -0.708, -3.957], [2.691, -1.469, -2.667], [3.183, 1.501, -3.274], [3.687, 0.608, -1.851], [1.332, 0.195, -1.575], [-6.253, -1.630, -1.158], [-5.281, -1.319, -2.291], [-4.013, -2.239, -2.243], [-3.083, -1.963, -1.108], [-2.389, -0.740, -1.189], [-5.993, -1.468, -3.546], [-7.003, -0.840, -1.201], [-5.862, -1.739, -0.147], [-6.768, -2.581, -1.292], [-5.066, -0.262, -2.132], [-3.459, -2.106, -3.172], [-4.320, -3.284, -2.194], [-2.936, 0.200, -1.116], [-1.732, -0.789, -2.057], [-1.743, -0.650, -0.316], [-6.821, -0.890, -3.507], [-5.526, -1.102, -4.363], [2.439, 0.770, 2.196], [3.681, -0.251, 2.026], [4.378, -0.861, 3.337], [3.498, -1.649, 4.108], [4.118, -1.857, 5.386], [3.341, -1.279, 1.069], [1.753, 0.323, 2.916], [1.846, 0.998, 1.310], [2.830, 1.711, 2.582], [4.370, 0.368, 1.452], [4.758, -0.071, 3.984], [5.229, -1.447, 2.990], [4.134, -0.976, 6.028], [5.122, -2.252, 5.234], [3.590, -2.618, 5.961], [2.774, -0.854, 0.349], [2.728, -1.897, 1.580], [-0.417, 5.180, 0.305], [-0.002, 3.809, -0.180], [-1.043, 2.687, -0.371], [-1.909, 2.530, 0.754], [-1.333, 1.768, 1.796], [0.621, 4.126, -1.490], [0.303, 5.998, 0.268], [-0.829, 5.227, 1.313], [-1.259, 5.495, -0.311], [0.788, 3.457, 0.484], [-0.542, 1.739, -0.566], [-1.647, 2.842, -1.265], [-0.553, 2.362, 2.272], [-0.931, 0.804, 1.483], [-2.103, 1.610, 2.551], [1.087, 3.258, -1.712], [1.350, 4.782, -1.250]], "lowdin_charge": [-0.033, 0.041, 0.050, -0.032, 0.056, 0.059, -0.065, -0.004, 0.019, -0.089, -0.279, -0.122, 0.067, 0.077, 0.065, 0.108, 0.102, 0.007, -0.072, -0.448, -0.125, -0.199, -0.132, 0.025, 0.073, 0.079, 0.076, 0.122, 0.108, 0.121, 0.084, 0.091, 0.056, 0.068, 0.070, -0.046, -0.362, -0.189, -0.192, -0.105, 0.037, 0.057, 0.051, 0.065, 0.116, 0.113, 0.119, 0.087, 0.086, 0.084, 0.036, 0.049, -0.075, -0.427, -0.177, -0.188, -0.107, 0.035, 0.074, 0.071, 0.082, 0.119, 0.098, 0.129, 0.083, 0.065, 0.090, 0.037, 0.061], "e_tot_ev": -34047.8677, "smiles": "COC[C@H](C)N.COC[C@H](C)N.COC[C@H](C)N.CCO.O.O.O", "spin_multiplicity": 1, "homo_energy_ev": -9.0, "relative_energy_kcal_mol": 2.42}

3.
{"formula": "C22H20MnN8O4S", "method": "the ωB97M-V functional and the def2-TZVPD basis", "symbols": ["Mn", "N", "C", "S", "N", "N", "C", "C", "C", "C", "C", "C", "C", "C", "C", "C", "C", "C", "N", "H", "H", "H", "H", "H", "H", "H", "H", "H", "H", "H", "C", "C", "N", "C", "C", "N", "C", "O", "O", "C", "O", "O", "H", "H", "H", "H", "H", "N", "C", "C", "N", "C", "H", "H", "H", "H"], "positions_angstrom": [[0.935, -0.861, 0.766], [-0.871, 0.818, 4.260], [-0.386, 0.479, 3.070], [0.570, -0.964, 2.917], [-0.674, 1.246, 2.027], [-0.101, 0.814, 0.900], [-0.356, 1.474, -0.218], [-1.193, 2.663, -0.307], [-1.019, 3.742, 0.568], [-1.811, 4.867, 0.439], [-2.808, 4.911, -0.528], [-3.005, 3.835, -1.385], [-2.189, 2.722, -1.292], [0.292, 0.877, -1.389], [0.330, 1.463, -2.646], [0.996, 0.807, -3.672], [1.620, -0.403, -3.413], [1.579, -0.917, -2.126], [0.932, -0.291, -1.147], [-0.696, 0.260, 5.079], [-1.436, 1.648, 4.348], [-0.248, 3.709, 1.326], [-1.657, 5.711, 1.097], [-3.436, 5.788, -0.615], [-3.791, 3.867, -2.128], [-2.350, 1.882, -1.956], [-0.138, 2.422, -2.810], [1.037, 1.245, -4.660], [2.153, -0.940, -4.185], [2.084, -1.838, -1.862], [-2.901, -1.006, 0.144], [-1.922, -2.122, 0.095], [-0.608, -2.081, 0.292], [-0.138, -3.371, 0.165], [-1.171, -4.203, -0.120], [-2.274, -3.396, -0.159], [-1.336, -5.669, -0.378], [-0.253, -6.413, -0.335], [-2.437, -6.070, -0.630], [1.303, -3.585, 0.350], [1.836, -4.664, 0.253], [1.933, -2.452, 0.613], [-2.436, -0.091, 0.500], [-3.721, -1.254, 0.818], [-3.328, -0.826, -0.844], [-3.201, -3.761, -0.348], [0.562, -5.902, -0.120], [4.857, 0.317, 1.138], [4.323, 1.579, 1.039], [2.988, 1.403, 0.888], [2.712, 0.046, 0.899], [3.870, -0.580, 1.052], [5.832, 0.092, 1.260], [4.925, 2.469, 1.087], [2.222, 2.151, 0.789], [4.000, -1.647, 1.094]], "lowdin_charge": [0.547, 0.137, -0.708, 0.976, 0.063, -0.077, -0.132, -0.182, -0.018, -0.039, -0.029, -0.040, -0.035, -0.165, 0.045, 0.015, 0.017, -0.044, 0.031, 0.118, 0.134, 0.112, 0.121, 0.123, 0.121, 0.121, 0.131, 0.135, 0.133, 0.135, 0.040, -0.273, 0.064, -0.111, -0.032, 0.215, -0.460, 0.182, 0.159, -0.494, 0.147, -0.148, 0.059, 0.106, 0.103, 0.195, 0.093, 0.113, -0.030, -0.085, -0.050, -0.109, 0.181, 0.135, 0.109, 0.148], "s2": 0.785, "e_tot_ev": -85392.5699, "spin_multiplicity": 2, "homo_energy_ev": [-14.7, -14.6], "relative_energy_kcal_mol": 0.00, "total_charge": 2}

4.
{"formula": "C7H6FO2P", "method": "the ωB97M-V functional and the def2-TZVPD basis", "symbols": ["C", "C", "C", "C", "C", "C", "C", "O", "O", "F", "P", "H", "H", "H", "H", "H", "H"], "positions_angstrom": [[-2.380, 0.235, -0.015], [-2.197, 1.308, -0.890], [-1.235, -0.434, 0.344], [-0.986, 1.876, -1.275], [-0.002, 0.082, -0.008], [0.204, 1.241, -0.894], [2.190, -0.760, 0.659], [0.953, -0.809, 0.431], [1.321, 1.429, -1.291], [2.833, 0.421, 0.725], [2.711, -2.101, 1.861], [-3.397, -0.031, 0.270], [-3.117, 1.816, -1.260], [-1.188, -1.209, 1.140], [-0.990, 2.497, -2.247], [3.679, -2.834, 1.031], [1.603, -2.729, 1.420]], "lowdin_charge": [-0.102, -0.106, -0.037, -0.018, -0.135, -0.455, -0.529, 0.019, 0.052, 0.078, 0.925, 0.103, 0.112, 0.134, 0.146, -0.067, -0.120], "e_tot_ev": -23452.7340, "spin_multiplicity": 1, "homo_energy_ev": [-7.7, -7.3], "relative_energy_kcal_mol": 54.63}

5.
{"formula": "C3H2Br2O", "method": "the ωB97M-V functional and the def2-TZVPD basis", "symbols": ["C", "C", "C", "O", "Br", "Br", "H", "H"], "positions_angstrom": [[-0.436, 0.850, -0.568], [-0.224, -0.372, 0.241], [0.258, -0.827, 1.384], [0.811, -1.163, 2.354], [-0.381, -2.150, -0.755], [1.678, 1.610, -0.657], [-0.414, 0.544, -1.613], [-1.292, 1.507, -0.388]], "lowdin_charge": [-0.360, -0.661, -0.326, 0.188, 0.671, 0.387, 0.020, 0.080], "e_tot_ev": -145273.4041, "spin_multiplicity": 1, "homo_energy_ev": -9.2, "relative_energy_kcal_mol": 32.11}

6.
{"formula": "C4H6N2", "method": "the ωB97M-V functional and the def2-TZVPD basis", "symbols": ["C", "C", "N", "C", "C", "N", "H", "H", "H", "H", "H", "H"], "positions_angstrom": [[-1.184, 0.831, -0.112], [-0.544, -0.454, 0.350], [0.100, -1.378, -0.571], [0.924, -0.698, 0.437], [1.844, 0.342, 0.029], [2.583, 1.169, -0.304], [-0.723, 1.259, -1.009], [-2.228, 0.593, -0.339], [-1.173, 1.597, 0.671], [-1.133, -0.970, 1.106], [0.233, -0.945, -1.484], [1.299, -1.346, 1.226]], "lowdin_charge": [-0.052, -0.332, 0.067, -0.271, -0.183, 0.150, 0.082, 0.079, 0.084, 0.134, 0.105, 0.138], "e_tot_ev": -7224.0553, "smiles": "C[C@H]1N[C@H]1C#N", "spin_multiplicity": 1, "homo_energy_ev": -10.1, "relative_energy_kcal_mol": 35.41}